A structure of composition C23H17AsF9MnO4S2 at a distorted geometry, computed with wB97M-V/def2-TZVPD.

Last column: Mulliken spin population.
Element x y z (Å)
1 Mn -0.3994 0.9498 0.7318  3.519
2 S 1.5168 0.0248 0.1084  -0.318
3 C 2.4830 0.1210 1.5747  0.042
4 C 3.8538 0.3415 1.5198  -0.030
5 C 4.5710 0.4063 2.7054  0.007
6 C 3.9320 0.2714 3.9300  -0.021
7 C 2.5607 0.0481 3.9839  -0.009
8 C 1.8412 -0.0444 2.8072  0.001
9 As -0.0604 -0.3407 2.6257  -0.184
10 C -0.2186 -2.2623 2.3938  0.001
11 C -1.4435 -2.8695 2.6644  -0.003
12 C -1.6040 -4.2242 2.4273  0.005
13 C -0.5459 -4.9702 1.9256  -0.009
14 C 0.6771 -4.3666 1.6730  0.005
15 C 0.8426 -3.0080 1.8949  0.004
16 C -0.7434 -0.0212 4.4157  -0.057
17 C -0.6453 -1.0379 5.3622  -0.001
18 C -1.0395 -0.7858 6.6666  -0.001
19 C -1.5273 0.4657 7.0189  -0.002
20 C -1.6148 1.4763 6.0724  0.000
21 C -1.2225 1.2364 4.7650  -0.002
22 H 4.3428 0.4616 0.5618  0.000
23 H 5.6371 0.5856 2.6702  0.000
24 H 4.4989 0.3478 4.8475  -0.001
25 H 2.0474 -0.0537 4.9322  -0.003
26 H -2.2503 -2.2805 3.0831  -0.001
27 H -2.5536 -4.7001 2.6336  0.000
28 H -0.6739 -6.0267 1.7316  0.000
29 H 1.5085 -4.9515 1.3035  0.000
30 H 1.7952 -2.5368 1.6939  -0.001
31 H -0.2631 -2.0077 5.0715  -0.001
32 H -0.9667 -1.5693 7.4088  0.000
33 H -1.8415 0.6531 8.0369  0.000
34 H -1.9885 2.4515 6.3542  0.000
35 H -1.2853 2.0208 4.0195  0.002
36 C -3.6532 -1.4751 -0.0782  -0.008
37 C -2.9484 -0.1241 -0.0439  0.044
38 O -1.5672 -0.2791 -0.0430  0.041
39 C -3.3261 0.6368 1.2488  -0.028
40 F -2.4248 1.6938 1.4255  0.014
41 F -3.1341 -0.1527 2.3234  -0.002
42 F -4.5368 1.1311 1.3186  0.000
43 C -3.4124 0.7097 -1.2743  0.003
44 F -3.0090 1.9886 -1.1907  0.000
45 F -4.7512 0.7159 -1.3679  0.001
46 F -2.9159 0.1887 -2.3918  0.000
47 H -3.3553 -2.0583 0.7895  0.001
48 H -3.3344 -2.0044 -0.9741  -0.001
49 H -4.7333 -1.3475 -0.0962  0.000
50 F -0.9261 5.1978 -0.7186  0.000
51 C -0.5606 4.6906 0.4389  0.003
52 F -1.6361 4.3122 1.1312  -0.001
53 F 0.1290 5.5702 1.1312  0.000
54 S 0.4624 3.1735 0.1402  -0.010
55 O 1.7352 3.5460 -0.3410  -0.009
56 O 0.4640 2.4796 1.4798  -0.015
57 O -0.3827 2.3037 -0.6931  0.026

As for the multiplicity: 4. The value obtained for the LUMO energy (alpha / beta) is -0.22695 / -0.16892 Ha. Its total charge is +1. The expectation value of S² is 4.15.